Record 1
The following is a DFT calculation (ωB97M-V with the def2-TZVPD basis set) of 2 unconnected molecules or ions with the total composition C4H7NO at a distorted geometry.

Energy above the lowest of the compared OMol25 structures with the same formula, charge and spin in eV: 3.650
Gap between HOMO and LUMO in eV: 9.50
Net charge: 0
Total energy in eV: -7795.9947
Largest force on an atom in hartree/bohr: 0.022
Multiplicity: 1
LUMO energy in eV: 0.69

```
13
C4H7NO | the OMol25 dataset | ωB97M-V with the def2-TZVPD basis set
O 1.91529 1.62138 0.97494
C 2.02494 0.57547 0.20988
C -0.61840 -1.02044 -1.11442
C -1.14359 -0.65621 0.27796
C -1.10453 0.79108 0.51528
N -1.02047 1.92947 0.71528
H 0.99104 1.95235 0.91341
H 3.08972 0.26766 0.35025
H 0.36047 -0.55346 -1.24678
H -0.50555 -2.10600 -1.18895
H -1.30450 -0.68139 -1.89570
H -0.51650 -1.10979 1.05359
H -2.16792 -1.01012 0.43526
```

The molecule's natural (NBO) atomic charges, reported in e, are given here: -0.634, 0.061, -0.609, -0.517, 0.352, -0.414, 0.518, 0.069, 0.254, 0.213, 0.209, 0.252, 0.246

Record 2
The following is a DFT calculation (ωB97M-V with the def2-TZVPD basis set) of a molecular structure, C4H7NO.

Energy above the lowest of the compared OMol25 structures with the same formula, charge and spin in eV: 2.284
Gap between HOMO and LUMO in eV: 10.41
Net charge: 0
Total energy in eV: -7797.3599
Largest force on an atom in hartree/bohr: 0.013
Multiplicity: 1
LUMO energy in eV: 0.74

```
13
C4H7NO | the OMol25 dataset | ωB97M-V with the def2-TZVPD basis set
C 0.10161 1.35062 1.22829
C -0.27487 0.35629 0.13389
N 0.21650 0.15018 -1.30597
C 0.02041 -1.33243 -1.15483
C 0.36417 -1.01192 0.27950
O 1.23631 -1.39594 1.00823
H -0.18644 2.38813 1.05345
H 1.14618 1.29906 1.53818
H -0.48599 1.01525 2.09534
H -1.36776 0.31397 0.08003
H -0.42087 0.52863 -2.00264
H 0.68578 -2.02001 -1.68589
H -1.03504 -1.64183 -1.26759
```

The molecule's natural (NBO) atomic charges, reported in e, are given here: -0.624, -0.152, -0.590, -0.333, 0.588, -0.513, 0.218, 0.231, 0.224, 0.185, 0.363, 0.216, 0.189

Record 3
The following is a DFT calculation (ωB97M-V with the def2-TZVPD basis set) of a molecular structure, C4H7NO.

Energy above the lowest of the compared OMol25 structures with the same formula, charge and spin in eV: 4.400
Gap between HOMO and LUMO in eV: 8.77
Net charge: 0
Total energy in eV: -7795.2440
Largest force on an atom in hartree/bohr: 0.010
Multiplicity: 1
LUMO energy in eV: 0.73

```
13
C4H7NO | the OMol25 dataset | ωB97M-V with the def2-TZVPD basis set
C -1.80580 -0.12827 -0.15889
C -0.43889 0.11489 0.38268
N 0.75019 -0.98254 0.21428
C 1.67795 0.14303 -0.03224
C 0.52182 1.15671 0.13652
O 0.49118 2.36795 0.05429
H -2.32918 -0.94651 0.34839
H -1.81758 -0.32686 -1.24191
H -2.38797 0.78341 0.01218
H 0.17486 -0.78066 1.19657
H 0.60842 -1.70201 -0.48969
H 2.02292 0.11622 -1.06951
H 2.53209 0.18464 0.64733
```

The molecule's natural (NBO) atomic charges, reported in e, are given here: -0.650, -0.244, -0.658, -0.323, 0.495, -0.586, 0.215, 0.197, 0.252, 0.464, 0.397, 0.225, 0.216

Record 4
The following is a DFT calculation (ωB97M-V with the def2-TZVPD basis set) of C4H7NO in the gas phase at a distorted geometry.

Energy above the lowest of the compared OMol25 structures with the same formula, charge and spin in eV: 2.586
Gap between HOMO and LUMO in eV: 10.90
Net charge: 0
Total energy in eV: -7797.0584
Largest force on an atom in hartree/bohr: 0.081
Multiplicity: 1
LUMO energy in eV: 1.04

```
13
C4H7NO | the OMol25 dataset | ωB97M-V with the def2-TZVPD basis set
C -0.15177 -1.59599 1.16203
C 0.01654 -0.02916 0.11550
C 1.01676 -0.01817 -1.09213
C -0.85732 1.16396 0.19310
N 0.64415 -0.54289 1.34187
O -0.88520 -1.16390 0.11652
H -0.18294 -2.51510 1.75401
H 1.67855 -0.83184 -0.91964
H 1.44249 0.92941 -1.32081
H 0.42729 -0.06034 -1.99852
H -0.97540 1.57165 1.18439
H -1.73748 0.97879 -0.35747
H -0.43567 2.11359 -0.17885
```

The molecule's natural (NBO) atomic charges, reported in e, are given here: 0.345, 0.365, -0.627, -0.657, -0.494, -0.496, 0.199, 0.228, 0.228, 0.220, 0.239, 0.234, 0.217

Record 5
The following is a DFT calculation (ωB97M-V with the def2-TZVPD basis set) of C4H7NO in the gas phase at a distorted geometry.

Energy above the lowest of the compared OMol25 structures with the same formula, charge and spin in eV: 5.517
Gap between HOMO and LUMO in eV: 8.79
Net charge: 0
Total energy in eV: -7794.1270
Largest force on an atom in hartree/bohr: 0.026
Multiplicity: 1
LUMO energy in eV: 0.45

```
13
C4H7NO | the OMol25 dataset | ωB97M-V with the def2-TZVPD basis set
O 2.00300 0.63643 0.63934
C 1.26682 0.36776 -0.50473
C 0.53736 -0.93331 -0.62776
C -1.61774 -0.78414 0.85890
N -0.97202 0.41129 0.83080
C -0.21578 0.35131 -0.40999
H 1.36015 0.74924 1.35591
H 1.67956 0.80612 -1.40590
H 0.60334 -1.59258 0.23386
H 0.36160 -1.44493 -1.56760
H -2.69023 -0.54959 0.86290
H -1.49592 1.28478 0.93063
H -0.82013 0.73315 -1.23025
```

The molecule's natural (NBO) atomic charges, reported in e, are given here: -0.690, 0.086, -0.441, 0.001, -0.631, -0.116, 0.475, 0.187, 0.255, 0.225, 0.077, 0.369, 0.203

Record 6
The following is a DFT calculation (ωB97M-V with the def2-TZVPD basis set) of C4H7NO in the gas phase at a distorted geometry.

Energy above the lowest of the compared OMol25 structures with the same formula, charge and spin in eV: 3.144
Gap between HOMO and LUMO in eV: 10.42
Structure (SMILES): CN1C[C@H]1C=O
Net charge: 0
Total energy in eV: -7796.5006
Largest force on an atom in hartree/bohr: 0.047
Multiplicity: 1
LUMO energy in eV: 0.98

```
13
C4H7NO | the OMol25 dataset | ωB97M-V with the def2-TZVPD basis set
C 1.81312 0.30750 -0.37384
N 0.36124 0.30885 -0.61616
C -0.70083 0.95966 0.51784
C -0.40952 -0.50481 0.23508
C -1.59144 -1.17610 -0.37340
O -2.20654 -2.04247 0.19409
H 2.24241 1.18143 -0.86585
H 2.30235 -0.58469 -0.80647
H 2.05885 0.34090 0.69529
H -0.44747 1.38862 1.52280
H -1.54572 1.55893 0.10521
H 0.06451 -0.96452 1.11496
H -1.94094 -0.77330 -1.34954
```

The molecule's natural (NBO) atomic charges, reported in e, are given here: -0.421, -0.369, -0.274, -0.208, 0.432, -0.517, 0.208, 0.207, 0.176, 0.215, 0.220, 0.210, 0.122

Record 7
The following is a DFT calculation (ωB97M-V with the def2-TZVPD basis set) of C4H7NO in the gas phase.

Energy above the lowest of the compared OMol25 structures with the same formula, charge and spin in eV: 5.138
Gap between HOMO and LUMO in eV: 8.05
Net charge: 0
Total energy in eV: -7794.5066
Largest force on an atom in hartree/bohr: 0.019
Multiplicity: 1
LUMO energy in eV: 0.61

```
13
C4H7NO | the OMol25 dataset | ωB97M-V with the def2-TZVPD basis set
O -1.52097 -0.73177 -1.35927
C -0.74963 0.24577 -0.71154
C -0.78318 0.16283 0.84748
C 1.35100 1.09261 0.26151
N 0.67899 -0.16732 0.84798
C 0.76572 0.03348 -0.61859
H -1.22213 -1.59989 -1.06011
H -1.00934 1.20510 -1.16050
H -1.41629 -0.63999 1.22152
H -1.01170 1.11629 1.35198
H 2.43234 0.92522 0.34913
H 1.18722 -0.95228 1.27557
H 1.29796 -0.69004 -1.24517
```

The molecule's natural (NBO) atomic charges, reported in e, are given here: -0.696, 0.076, -0.232, -0.444, -0.428, -0.134, 0.458, 0.198, 0.201, 0.234, 0.151, 0.416, 0.201

Record 8
The following is a DFT calculation (ωB97M-V with the def2-TZVPD basis set) of C4H7NO in the gas phase at a distorted geometry.

Energy above the lowest of the compared OMol25 structures with the same formula, charge and spin in eV: 1.671
Gap between HOMO and LUMO in eV: 10.63
Structure (SMILES): C=CC(=O)NC
Net charge: 0
Total energy in eV: -7797.9735
Largest force on an atom in hartree/bohr: 0.084
Multiplicity: 1
LUMO energy in eV: 0.83

```
13
C4H7NO | the OMol25 dataset | ωB97M-V with the def2-TZVPD basis set
C 1.50804 -2.16816 -0.06492
C 1.03776 -1.00322 0.42619
C 0.24403 0.01866 -0.35835
O 0.17234 -0.02081 -1.55495
N -0.35232 0.98100 0.42306
C -1.45823 1.76826 -0.20628
H 1.99109 -2.87173 0.58099
H 1.54508 -2.46007 -1.09836
H 1.11465 -0.92776 1.46346
H -0.67637 0.63027 1.47984
H -1.41796 2.85541 0.14226
H -1.25960 1.83469 -1.32889
H -2.44853 1.36347 0.09595
```

The molecule's natural (NBO) atomic charges, reported in e, are given here: -0.297, -0.306, 0.633, -0.595, -0.621, -0.439, 0.191, 0.207, 0.195, 0.389, 0.200, 0.246, 0.197

Record 9
The following is a DFT calculation (ωB97M-V with the def2-TZVPD basis set) of C4H7NO2 in the gas phase.

Energy above the lowest of the compared OMol25 structures with the same formula, charge and spin in eV: 1.414
Gap between HOMO and LUMO in eV: 10.74
Structure (SMILES): C[C@@]1(C(N)=O)CO1
Net charge: 0
Total energy in eV: -9845.8654
Largest force on an atom in hartree/bohr: 0.007
Multiplicity: 1
LUMO energy in eV: 0.78

```
14
C4H7NO2 | the OMol25 dataset | ωB97M-V with the def2-TZVPD basis set
C 1.32534 -1.14500 0.30512
C 0.26837 -0.17023 -0.15857
C -1.08011 -0.31365 0.52756
N -1.89042 0.77973 0.54772
O -1.40812 -1.38372 1.00596
C 0.65272 1.04340 -0.88797
O 0.12168 -0.07648 -1.57768
H 2.32916 -0.76238 0.09621
H 1.23460 -1.34375 1.37504
H 1.19513 -2.09007 -0.22706
H -2.84841 0.63501 0.82624
H -1.65373 1.64890 0.10178
H 0.03613 1.94228 -0.90848
H 1.71765 1.23596 -1.02589
```

The molecule's natural (NBO) atomic charges, reported in e, are given here: -0.627, 0.113, 0.655, -0.815, -0.596, -0.100, -0.470, 0.211, 0.234, 0.238, 0.406, 0.393, 0.168, 0.189

Record 10
The following is a DFT calculation (ωB97M-V with the def2-TZVPD basis set) of C4H7NO2 in the gas phase.

Energy above the lowest of the compared OMol25 structures with the same formula, charge and spin in eV: 5.380
Gap between HOMO and LUMO in eV: 10.16
Structure (SMILES): C[C@]1(C=O)CN1O
Net charge: 0
Total energy in eV: -9841.8992
Largest force on an atom in hartree/bohr: 0.015
Multiplicity: 1
LUMO energy in eV: 0.85

```
14
C4H7NO2 | the OMol25 dataset | ωB97M-V with the def2-TZVPD basis set
C -1.07298 -1.35447 0.07120
C -0.02178 -0.25007 -0.07850
C 0.97579 -0.50343 -1.17291
O 1.58536 -1.55131 -1.13049
C 1.00176 0.75059 0.70292
N -0.38565 0.91430 0.63731
O -0.92948 2.08989 0.11456
H -1.90522 -0.99531 -0.56321
H -0.76734 -2.32532 -0.31908
H -1.48460 -1.44812 1.07719
H 1.21642 0.27501 -1.91178
H 1.55869 1.42273 0.02088
H 1.53301 0.52720 1.61962
H -1.30396 2.44831 0.93228
```

The molecule's natural (NBO) atomic charges, reported in e, are given here: -0.606, -0.007, 0.389, -0.549, -0.189, -0.164, -0.568, 0.221, 0.232, 0.225, 0.133, 0.199, 0.208, 0.475

Record 11
The following is a DFT calculation (ωB97M-V with the def2-TZVPD basis set) of 2 unconnected molecules or ions with the total composition C4H7NO2 at a distorted geometry.

Energy above the lowest of the compared OMol25 structures with the same formula, charge and spin in eV: 6.295
Gap between HOMO and LUMO in eV: 10.30
Structure (SMILES): C=C(C)C#N.OO
Net charge: 0
Total energy in eV: -9840.9847
Largest force on an atom in hartree/bohr: 0.233
Multiplicity: 1
LUMO energy in eV: -0.07

```
14
C4H7NO2 | the OMol25 dataset | ωB97M-V with the def2-TZVPD basis set
C 0.93294 0.69290 -0.78503
C 0.79335 -0.22075 0.15594
C 0.85631 0.12271 1.58981
C 0.26066 -1.44839 -0.25420
N -0.19269 -2.30944 -0.90263
H 0.80723 0.27702 -1.79587
H 1.30462 1.71023 -0.73587
H 1.12194 1.04105 1.90403
H -0.27995 0.24963 1.83027
H 1.24337 -0.59740 2.36175
O -2.29056 -0.21051 -1.35294
O -1.76542 0.55174 -0.22333
H -1.66374 -0.90784 -1.34954
H -1.12805 1.04906 -0.44239
```

The molecule's natural (NBO) atomic charges, reported in e, are given here: -0.355, -0.123, -0.646, 0.286, -0.318, 0.216, 0.225, 0.229, 0.245, 0.239, -0.428, -0.467, 0.466, 0.433

Record 12
The following is a DFT calculation (ωB97M-V with the def2-TZVPD basis set) of C4H7NO2 in the gas phase.

Energy above the lowest of the compared OMol25 structures with the same formula, charge and spin in eV: 3.302
Gap between HOMO and LUMO in eV: 9.48
Net charge: 0
Total energy in eV: -9843.9777
Largest force on an atom in hartree/bohr: 0.009
Multiplicity: 1
LUMO energy in eV: 0.47

```
14
C4H7NO2 | the OMol25 dataset | ωB97M-V with the def2-TZVPD basis set
O -2.39192 -1.16287 -0.40562
C -1.29216 -1.15771 0.31457
C -0.15368 -0.81066 -0.63596
N 0.68160 0.20797 -0.04038
C 0.09427 1.52521 0.10410
C 1.82165 -0.10511 0.63863
O 2.47838 0.67100 1.30345
H -3.13105 -1.37694 0.18548
H -0.82235 1.48220 0.70800
H 0.43742 -1.72880 -0.76683
H -0.49955 -0.48498 -1.62953
H 0.81942 2.16661 0.60525
H -0.15314 1.93848 -0.88069
H 2.11110 -1.16440 0.49954
```

The molecule's natural (NBO) atomic charges, reported in e, are given here: -0.648, 0.257, -0.374, -0.431, -0.428, 0.542, -0.609, 0.504, 0.195, 0.238, 0.199, 0.249, 0.197, 0.108

> What is the formula in the twelfth record?

C4H7NO2

> The highest largest force on an atom belongs to which entry?

number 11

> Which of these has the highest gap between HOMO and LUMO?

number 4